7
Properties=species:S:1:pos:R:3:forces:R:3 method="wB97M-V/def2-TZVPD" lumo_ev="-0.91 / -1.67" homo_lumo_gap_ha="0.290 / 0.298" energy_ha=-5263.350241 relative_energy_kcal_mol=48.93 charge=0 multiplicity=1
Br 2.371 -0.141 0.819 0.55 0.51 -0.29
Br 0.338 -2.073 -0.312 -0.31 -0.79 -0.83
C -0.183 0.669 -0.013 0.10 -2.28 -1.88
C -1.462 0.540 -0.136 0.79 0.62 0.55
C 0.905 -0.295 -0.374 -0.97 0.09 1.88
H -2.087 -0.228 -0.378 -1.87 -1.65 -0.83
H 0.118 1.528 0.394 1.71 3.50 1.40